[1]
Formula: C20H27ClN2O2
Source: OMol25
Level of theory: wB97M-V/def2-TZVPD

```
52
Properties=species:S:1:pos:R:3:nbo_charge:R:1
O -4.86699 -1.15431 -0.21938 -0.631
C -3.68654 -1.42568 -0.11583 0.689
C -3.04058 -2.60778 -0.80195 -0.500
C -1.68863 -2.17854 -1.35105 -0.372
C -0.74702 -1.86312 -0.19121 -0.328
C 0.49116 -1.13354 -0.72711 0.712
O 0.52336 -0.71822 -1.87076 -0.645
N 1.53993 -0.97405 0.11344 -0.449
C 1.59481 -1.40646 1.49391 -0.210
C 2.99382 -1.84583 1.92770 -0.411
C 3.56345 -2.98994 1.08996 -0.400
C 3.54129 -2.71865 -0.41784 -0.396
C 3.85760 -1.26710 -0.77428 -0.420
C 2.71684 -0.29402 -0.39507 -0.235
C -1.45962 -1.02443 0.89514 -0.201
N -2.82612 -0.65572 0.59341 -0.457
C -3.35311 0.51131 1.27152 -0.210
C -3.20787 1.78856 0.42833 -0.419
C -1.77187 2.16503 0.20734 -0.036
C -1.02172 2.70756 1.24651 -0.171
C 0.30910 3.03603 1.06838 -0.247
C 0.89779 2.82620 -0.16842 -0.055
Cl 2.56064 3.25483 -0.39916 -0.003
C 0.17180 2.29235 -1.21897 -0.205
C -1.15702 1.96266 -1.02165 -0.204
H -2.92187 -3.42347 -0.08361 0.215
H -3.70808 -2.94709 -1.59391 0.241
H -1.80214 -1.29133 -1.97535 0.228
H -1.25130 -2.96202 -1.97128 0.220
H -0.42738 -2.81544 0.24474 0.217
H 1.27222 -0.58221 2.14695 0.193
H 0.91008 -2.24158 1.64389 0.201
H 2.92867 -2.16742 2.96984 0.219
H 3.67633 -0.99776 1.89705 0.204
H 4.59390 -3.15646 1.41173 0.206
H 3.00624 -3.90698 1.29410 0.201
H 4.27484 -3.36811 -0.89958 0.213
H 2.56526 -2.97509 -0.83255 0.200
H 4.78336 -0.96534 -0.28237 0.200
H 4.02387 -1.21219 -1.85038 0.218
H 3.04573 0.42984 0.35332 0.199
H 2.39512 0.25532 -1.28015 0.250
H -1.44965 -1.57625 1.84779 0.189
H -0.90844 -0.09231 1.04787 0.223
H -4.41741 0.32823 1.44284 0.243
H -2.84681 0.62637 2.23342 0.190
H -3.72501 2.59578 0.95100 0.217
H -3.70531 1.62190 -0.52728 0.225
H -1.48602 2.88034 2.20711 0.206
H 0.88499 3.45939 1.87676 0.226
H 0.63531 2.12560 -2.17759 0.239
H -1.71931 1.53910 -1.83946 0.224
```

Properties
* highest occupied orbital energy: -8.8 eV
* structure (SMILES): O=C1CC[C@@H](C(=O)N2CCCCCC2)CN1CCc1ccc(Cl)cc1
* net charge: 0
* energy relative to the best compared isomer or geometry (same formula, charge and spin): 55.83 kJ/mol
* multiplicity: 1

[2]
Formula: C20H27ClN2O4
Source: OMol25
Level of theory: wB97M-V/def2-TZVPD

```
54
Properties=species:S:1:pos:R:3:nbo_charge:R:1
C 3.93702 -3.49953 0.58632 -0.650
C 3.50492 -2.98436 -0.88013 -0.024
H 3.56686 -3.84515 -1.63525 0.144
H 4.13377 -2.18550 -1.25554 0.173
O 2.37950 -2.59203 -0.98581 -0.533
C 1.35295 -3.72238 -0.94839 0.815
O 1.61641 -4.94463 -0.93953 -0.551
C -0.09862 -3.11070 -1.09150 -0.320
C -0.37383 -2.60131 0.33094 -0.410
H 0.35391 -1.76016 0.69295 0.254
H -0.47929 -3.50319 1.09017 0.228
C -1.80507 -2.05218 0.35639 -0.229
N -1.78445 -0.81665 -0.52028 -0.414
C -2.38166 0.33695 -0.32305 0.688
O -2.29744 1.16669 -1.37558 -0.711
C -2.57795 0.71214 1.21958 -0.428
H -3.16482 0.14398 1.68194 0.190
H -1.62876 0.78260 1.76764 0.249
C -3.38134 2.25337 1.07625 -0.390
C -2.33276 3.24642 1.19805 0.657
O -1.86827 3.92045 2.03282 -0.615
N -1.91370 3.42891 -0.04145 -0.665
H -2.17214 2.89141 -0.86072 0.450
C -0.86865 4.45564 -0.24357 -0.171
H -1.18980 5.31219 -1.41313 0.138
H -0.68856 5.18669 0.56468 0.231
C 0.64855 3.99144 -0.76825 -0.346
C 0.78614 2.74986 -0.07852 0.003
C 0.97498 2.77743 1.50773 -0.138
C 1.31426 1.81857 2.27710 -0.241
C 1.62425 0.59732 1.49572 0.013
C 1.79120 0.50707 0.10509 -0.277
C 1.25423 1.56802 -0.55890 -0.223
H 1.42146 1.49318 -1.60442 0.204
H 2.10187 -0.44188 -0.22099 0.249
Cl 1.97386 -0.78518 2.52175 -0.034
H 1.36243 1.95905 3.11597 0.176
H 0.54457 3.69702 2.11158 0.228
H 1.25731 4.63541 -0.87769 0.178
H 0.26845 3.37982 -1.85983 0.178
H -3.83671 2.31103 2.29791 0.195
H -4.05627 2.05287 0.50170 0.193
C -1.67535 -1.50983 -1.81890 -0.239
C -0.20996 -2.00645 -1.91482 -0.417
H 0.41512 -1.30730 -1.92843 0.228
H -0.21847 -2.22397 -2.96868 0.220
H -2.45027 -2.10735 -1.96888 0.190
H -1.84459 -0.43807 -2.42036 0.272
H -2.61224 -2.71428 0.19664 0.205
H -1.97650 -1.70185 1.49566 0.207
H -0.85472 -3.92853 -1.24317 0.237
H 3.40979 -4.37610 0.76433 0.216
H 4.95162 -3.56949 0.42412 0.208
H 3.79675 -2.64749 1.33272 0.209
```

Properties
* highest occupied orbital energy: -8.4 eV
* net charge: 0
* energy relative to the best compared isomer or geometry (same formula, charge and spin): 1691.08 kJ/mol
* multiplicity: 1

[3]
Formula: C20H27F9N8O12S
Source: OMol25
Level of theory: wB97M-V/def2-TZVPD

```
77
Properties=species:S:1:pos:R:3:lowdin_charge:R:1
C 4.47273 0.33249 -0.74034 0.036
C 3.25965 0.20547 -0.11353 -0.127
C 2.37847 1.33072 0.25439 -0.209
C 1.09512 1.48929 -0.39436 0.022
C 0.24621 2.52041 -0.10089 -0.161
C -1.07933 2.65390 -0.81961 -0.102
C -2.27272 2.97538 0.11005 -0.067
C -3.55806 2.25490 -0.24419 -0.447
F -4.59106 3.06478 0.12641 0.114
F -3.67555 2.09654 -1.57770 0.134
C -3.84847 0.92580 0.49600 -0.354
F -5.09731 0.55929 0.12832 0.145
F -3.89678 1.14044 1.81757 0.167
C -2.93607 -0.29581 0.17763 -0.323
F -3.70809 -1.39659 0.28084 0.137
F -2.46526 -0.28138 -1.06999 0.163
C -1.73637 -0.52247 1.17965 -0.547
F -0.70970 -1.01584 0.47922 0.167
F -2.05287 -1.43574 2.07653 0.199
F -1.31801 0.58953 1.75322 0.197
C 0.64633 3.48503 0.88426 -0.314
N -0.02271 4.55719 1.28344 -0.193
S 0.90578 5.27322 2.40279 1.030
N 2.14247 4.25995 2.42411 -0.236
C 1.91040 3.29657 1.53559 -0.333
C 2.77373 2.21268 1.21646 0.038
H 5.37068 -0.01113 -0.22956 0.057
H 4.60633 0.70814 -1.74995 0.059
H 2.88914 -0.79809 0.10748 0.108
H 0.80437 0.76122 -1.13906 0.122
H -0.96282 3.47502 -1.52699 0.132
H -1.23674 1.76267 -1.42047 0.102
H -2.02078 2.88420 1.16024 0.113
H -2.49276 4.03039 -0.02839 0.129
H 3.71725 2.13513 1.72715 0.096
C -5.14773 -3.44695 -1.64909 0.046
N -5.74273 -4.46682 -2.55461 -0.428
O -6.90815 -4.74642 -2.41003 0.098
O -5.00334 -4.95677 -3.39163 0.021
H -5.91421 -3.10359 -0.96504 0.098
H -4.33132 -3.92268 -1.11380 0.099
H -4.78392 -2.63276 -2.26888 0.104
C 4.89679 7.18098 1.53202 0.052
N 3.51379 7.00104 1.01447 -0.456
O 2.68039 7.83047 1.31828 0.038
O 3.31618 6.02669 0.32207 0.045
H 4.92447 8.08366 2.13046 0.094
H 5.13433 6.30440 2.12864 0.099
H 5.55742 7.25740 0.67392 0.101
C 3.24484 2.55360 5.34324 0.046
N 4.31086 2.29052 4.34118 -0.437
O 5.19813 3.10427 4.22817 0.081
O 4.21319 1.26556 3.69037 0.025
H 3.46294 3.49345 5.83547 0.096
H 2.30292 2.60207 4.80497 0.087
H 3.25050 1.72819 6.04919 0.098
C -4.96167 -5.37597 -6.57715 0.041
N -4.58539 -4.38948 -7.62653 -0.455
O -3.97706 -4.79479 -8.59426 0.067
O -4.91619 -3.23782 -7.43552 0.060
H -4.60446 -6.35345 -6.87995 0.095
H -4.49824 -5.06028 -5.65003 0.065
H -6.04354 -5.36585 -6.49019 0.104
C -2.41415 -6.51411 -3.07238 0.029
N -1.52223 -7.61838 -2.62016 -0.454
O -2.03423 -8.55799 -2.04903 0.069
O -0.33894 -7.49737 -2.85624 0.064
H -3.43173 -6.75634 -2.79713 0.076
H -2.08127 -5.60511 -2.58104 0.098
H -2.31060 -6.43289 -4.15003 0.099
C 5.51932 -1.68142 4.69628 0.034
N 6.62009 -1.46335 3.71912 -0.453
O 7.54507 -0.75776 4.06006 0.067
O 6.51057 -2.01210 2.64330 0.060
H 5.75048 -1.13440 5.60268 0.091
H 4.60501 -1.31295 4.24111 0.084
H 5.45668 -2.74778 4.89135 0.098
```

Properties
* highest occupied orbital energy: -8.3 eV
* net charge: 0
* energy relative to the best compared isomer or geometry (same formula, charge and spin): 0.00 kJ/mol
* multiplicity: 1

[4]
Formula: C20H27FeN13O
Source: OMol25
Level of theory: wB97M-V/def2-TZVPD

```
62
Properties=species:S:1:pos:R:3:lowdin_spin:R:1
Fe -0.40460 -0.04752 0.20325 1.999
N -2.99874 2.10952 1.10659 -0.001
C -1.77289 2.31347 1.71169 0.002
N -1.57925 3.25704 2.63118 0.001
N -0.28925 3.13107 2.95529 0.001
N 0.24882 2.17748 2.28175 0.002
N -0.64985 1.62369 1.46238 0.040
C -3.35970 0.82867 0.75048 0.000
N -4.62175 0.41681 0.64487 0.000
N -4.51356 -0.86119 0.26067 0.000
N -3.27739 -1.19507 0.14965 0.000
N -2.49742 -0.14961 0.44889 0.014
H -3.74791 2.63838 1.53241 0.000
C 0.01016 -1.39537 -3.59529 0.009
C 0.24527 -1.80875 -2.15750 0.045
O -0.53280 -1.56869 -1.21828 0.010
N 1.47982 -2.43848 -1.93854 0.032
C 1.97295 -2.32934 -0.56443 0.042
C 2.55673 -0.97857 -0.29188 0.111
C 3.91942 -0.82517 -0.38229 0.047
C 4.53524 0.39542 -0.08955 0.265
C 3.66804 1.41931 0.35914 0.101
C 2.32070 1.20153 0.39042 0.078
N 1.69119 0.05217 0.02150 0.272
H -1.05361 -1.26921 -3.76790 0.000
H 0.40995 -2.14201 -4.28219 0.001
H 0.49834 -0.43830 -3.79261 0.004
H 2.18428 -2.17337 -2.62112 0.009
H 2.72277 -3.11348 -0.40969 0.006
H 1.11296 -2.49210 0.08954 0.018
H 4.52148 -1.68418 -0.66915 -0.001
H 5.60632 0.53061 -0.14267 0.027
H 4.07147 2.36534 0.70187 0.004
H 1.68079 1.96160 0.80613 0.004
C -0.15676 -3.21991 2.95629 0.020
C 0.04027 -1.69189 3.04833 0.097
C 1.43078 -1.37947 3.61791 0.020
C -1.01401 -1.11517 4.01647 0.046
C -0.09745 -1.07904 1.71294 0.598
H -0.19960 -3.67624 3.94829 0.002
H 0.66438 -3.67447 2.40499 0.003
H -1.08278 -3.43997 2.42989 0.002
H 1.57912 -1.85863 4.58878 0.003
H 1.52512 -0.30332 3.72308 0.001
H 2.20175 -1.71594 2.92889 0.004
H -0.94070 -1.57816 5.00346 0.010
H -2.01514 -1.27573 3.62597 0.002
H -0.85602 -0.04647 4.12257 0.002
H -0.87547 -1.41938 1.02598 0.039
N -1.39087 3.08508 -5.12456 -0.002
C -1.16724 2.44796 -3.87097 -0.005
C -1.99029 1.39494 -3.42878 0.002
C -1.73592 0.78041 -2.23432 -0.002
N -0.71238 1.10178 -1.39912 0.009
C 0.05436 2.14619 -1.82075 -0.002
C -0.12681 2.81706 -3.00160 0.002
H -2.37046 3.01181 -5.38663 0.000
H -1.11931 4.06318 -5.09485 0.000
H -2.82032 1.07184 -4.04681 0.000
H -2.36458 -0.03332 -1.91669 0.000
H 0.84951 2.43745 -1.15153 0.003
H 0.53284 3.63775 -3.26183 0.001
```

Properties
* highest occupied orbital energy (spin up / spin down): 1.6 / -0.7 eV
* <S²>: 6.063
* net charge: -2
* energy relative to the best compared isomer or geometry (same formula, charge and spin): 232.47 kJ/mol
* multiplicity: 5

Copy entry 1 word for word.
Formula: C20H27ClN2O2
Source: OMol25
Level of theory: wB97M-V/def2-TZVPD

```
52
Properties=species:S:1:pos:R:3:nbo_charge:R:1
O -4.86699 -1.15431 -0.21938 -0.631
C -3.68654 -1.42568 -0.11583 0.689
C -3.04058 -2.60778 -0.80195 -0.500
C -1.68863 -2.17854 -1.35105 -0.372
C -0.74702 -1.86312 -0.19121 -0.328
C 0.49116 -1.13354 -0.72711 0.712
O 0.52336 -0.71822 -1.87076 -0.645
N 1.53993 -0.97405 0.11344 -0.449
C 1.59481 -1.40646 1.49391 -0.210
C 2.99382 -1.84583 1.92770 -0.411
C 3.56345 -2.98994 1.08996 -0.400
C 3.54129 -2.71865 -0.41784 -0.396
C 3.85760 -1.26710 -0.77428 -0.420
C 2.71684 -0.29402 -0.39507 -0.235
C -1.45962 -1.02443 0.89514 -0.201
N -2.82612 -0.65572 0.59341 -0.457
C -3.35311 0.51131 1.27152 -0.210
C -3.20787 1.78856 0.42833 -0.419
C -1.77187 2.16503 0.20734 -0.036
C -1.02172 2.70756 1.24651 -0.171
C 0.30910 3.03603 1.06838 -0.247
C 0.89779 2.82620 -0.16842 -0.055
Cl 2.56064 3.25483 -0.39916 -0.003
C 0.17180 2.29235 -1.21897 -0.205
C -1.15702 1.96266 -1.02165 -0.204
H -2.92187 -3.42347 -0.08361 0.215
H -3.70808 -2.94709 -1.59391 0.241
H -1.80214 -1.29133 -1.97535 0.228
H -1.25130 -2.96202 -1.97128 0.220
H -0.42738 -2.81544 0.24474 0.217
H 1.27222 -0.58221 2.14695 0.193
H 0.91008 -2.24158 1.64389 0.201
H 2.92867 -2.16742 2.96984 0.219
H 3.67633 -0.99776 1.89705 0.204
H 4.59390 -3.15646 1.41173 0.206
H 3.00624 -3.90698 1.29410 0.201
H 4.27484 -3.36811 -0.89958 0.213
H 2.56526 -2.97509 -0.83255 0.200
H 4.78336 -0.96534 -0.28237 0.200
H 4.02387 -1.21219 -1.85038 0.218
H 3.04573 0.42984 0.35332 0.199
H 2.39512 0.25532 -1.28015 0.250
H -1.44965 -1.57625 1.84779 0.189
H -0.90844 -0.09231 1.04787 0.223
H -4.41741 0.32823 1.44284 0.243
H -2.84681 0.62637 2.23342 0.190
H -3.72501 2.59578 0.95100 0.217
H -3.70531 1.62190 -0.52728 0.225
H -1.48602 2.88034 2.20711 0.206
H 0.88499 3.45939 1.87676 0.226
H 0.63531 2.12560 -2.17759 0.239
H -1.71931 1.53910 -1.83946 0.224
```

Properties
* highest occupied orbital energy: -8.8 eV
* structure (SMILES): O=C1CC[C@@H](C(=O)N2CCCCCC2)CN1CCc1ccc(Cl)cc1
* net charge: 0
* energy relative to the best compared isomer or geometry (same formula, charge and spin): 55.83 kJ/mol
* multiplicity: 1

Which of these has the highest energy relative to the best compared isomer or geometry (same formula, charge and spin)?
C20H27ClN2O4

Which formula does entry 1 have?
C20H27ClN2O2